61
Properties=species:S:1:pos:R:3:lowdin_charge:R:1 method="wB97M-V/def2-TZVPD" smiles="CCOC(CNC(=O)c1ccc(CNC(=O)c2ccc(OC)c(OC)c2)cc1)OCC" homo_energy_ev=-8.3 gap_ev=8.844 de_lowest_kcal_mol=33.96 energy_ev=-39602.904 max_force_ev_per_a=0.5
C -1.69 5.24 -3.88 -0.0617
C -0.19 5.05 -4.08 -0.2341
O 0.47 4.68 -2.88 -0.1159
C 0.63 5.68 -1.91 -0.3568
C 0.14 5.11 -0.55 -0.0766
N 0.31 3.68 -0.45 0.0769
C -0.67 2.85 -0.91 -0.4476
O -1.80 3.23 -1.15 0.0679
C -0.26 1.42 -1.02 -0.1339
C -0.84 0.66 -2.03 -0.0067
C -0.50 -0.67 -2.18 -0.0263
C 0.42 -1.27 -1.33 -0.2039
C 0.76 -2.73 -1.43 -0.1261
N 0.24 -3.46 -0.30 0.0774
C 1.03 -3.90 0.71 -0.4606
O 2.24 -3.82 0.67 0.0626
C 0.29 -4.51 1.86 -0.1425
C 0.88 -5.57 2.53 -0.0170
C 0.23 -6.16 3.60 -0.0026
C -1.00 -5.69 4.03 -0.1971
O -1.72 -6.20 5.06 -0.0603
C -1.18 -7.28 5.78 -0.0805
C -1.59 -4.59 3.37 -0.1901
O -2.78 -4.17 3.87 -0.0628
C -3.42 -3.07 3.28 -0.0807
C -0.94 -4.01 2.29 0.0333
C 0.98 -0.51 -0.31 -0.0173
C 0.65 0.83 -0.16 -0.0193
O 1.94 6.20 -1.88 -0.0801
C 3.00 5.35 -1.47 -0.2476
C 3.36 4.25 -2.46 -0.0653
H -1.90 6.17 -3.36 0.0710
H -2.18 5.26 -4.85 0.0744
H -2.09 4.42 -3.29 0.0639
H 0.28 5.95 -4.49 0.1246
H 0.00 4.21 -4.75 0.1224
H 0.03 6.56 -2.16 0.1562
H 0.66 5.61 0.27 0.1298
H -0.93 5.29 -0.47 0.1285
H 1.26 3.33 -0.48 0.1171
H -1.56 1.13 -2.69 0.1188
H -0.95 -1.26 -2.98 0.1107
H 0.37 -3.15 -2.36 0.1233
H 1.85 -2.87 -1.41 0.1278
H -0.76 -3.52 -0.21 0.1358
H 1.84 -5.93 2.20 0.1195
H 0.70 -6.99 4.10 0.1059
H -1.04 -8.16 5.15 0.0970
H -1.91 -7.51 6.56 0.0949
H -0.23 -7.02 6.26 0.0978
H -4.33 -2.92 3.85 0.0954
H -2.80 -2.17 3.34 0.0984
H -3.68 -3.27 2.23 0.0968
H -1.37 -3.15 1.80 0.1061
H 1.68 -0.97 0.37 0.1182
H 1.08 1.40 0.65 0.1138
H 3.84 6.05 -1.36 0.1227
H 2.79 4.93 -0.48 0.1062
H 4.23 3.71 -2.09 0.0757
H 2.54 3.56 -2.59 0.0613
H 3.60 4.69 -3.42 0.0814